Density functional theory data (wB97M-V/def2-TZVPD) for a 2-piece molecular cluster, C2H6OS2 overall.

XYZ file:
```
11
Properties=species:S:1:pos:R:3:lowdin_charge:R:1
C -0.166 2.266 -0.761 -0.0477
C 0.980 1.657 0.004 -0.3672
O 1.531 2.216 0.933 0.0280
H -0.773 1.443 -1.118 0.0531
H -0.670 2.954 -0.089 0.0875
H 0.272 2.811 -1.587 0.0825
H 1.334 0.685 -0.279 0.0621
S -0.245 -1.939 -0.866 0.2421
S -0.771 -0.972 0.900 0.2830
H -1.524 -2.035 -1.310 -0.1903
H 0.482 -0.547 0.926 -0.2329
```

The value obtained for the lowest unoccupied orbital energy is 0.113 eV. The strongest force on any atom is 2.11 eV Å⁻¹. Its total charge is 0. As for the structure (SMILES): CC=O.SS. The calculation puts the HOMO-LUMO gap at 9.0 eV. As for the molecular weight: 110.2 g mol⁻¹.



Density functional theory data (wB97M-V/def2-TZVPD) for a 2-piece molecular cluster, C4H12NO2 overall.

XYZ file:
```
19
Properties=species:S:1:pos:R:3:lowdin_charge:R:1
C -0.426 -0.060 -1.980 -0.5083
O -0.102 -1.213 -2.575 -0.3466
C 0.394 0.194 -0.676 -0.4193
C -0.355 1.079 0.306 -0.2728
C 0.588 1.759 1.288 -0.1379
N 0.662 -1.131 -0.046 0.0171
H -0.251 0.869 -2.597 0.0842
H -1.501 0.035 -1.651 0.0849
H 1.356 0.678 -0.900 0.1227
H -0.983 1.788 -0.247 0.1035
H -1.019 0.372 0.798 0.0814
H 1.115 2.546 0.755 0.0606
H 1.328 1.114 1.750 0.0664
H 0.043 2.299 2.077 0.0609
H 0.377 -1.746 -0.833 0.0454
H 1.672 -1.240 -0.040 0.0536
H -0.166 -1.032 2.191 0.0054
H -0.786 0.183 2.857 -0.0054
O -0.648 -0.756 2.996 -0.0959
```

The value obtained for the lowest unoccupied orbital energy is 3.785 eV. The strongest force on any atom is 1.16 eV Å⁻¹. Its total charge is -1. The calculation puts the HOMO-LUMO gap at 6.6 eV. As for the molecular weight: 106.1 g mol⁻¹.



Density functional theory data (wB97M-V/def2-TZVPD) for Cl2K2O8 as an isolated structure.

XYZ file:
```
12
Properties=species:S:1:pos:R:3:lowdin_charge:R:1
K 11.962 28.286 3.661 0.9726
K 17.783 31.399 3.977 0.9199
Cl 14.249 31.625 2.925 0.5973
O 13.033 31.005 3.191 -0.4238
O 15.155 30.578 2.806 -0.4118
O 14.197 32.497 1.745 -0.3024
O 14.496 32.294 4.196 -0.3747
Cl 17.443 34.213 6.601 0.7117
O 16.404 33.330 6.168 -0.2447
O 17.205 35.293 7.448 -0.1734
O 18.609 33.332 6.908 -0.1595
O 17.853 34.871 5.382 -0.1110
```

The value obtained for the lowest unoccupied orbital energy (spin up / spin down) is -3.602 / -7.890 eV. The strongest force on any atom is 5.44 eV Å⁻¹. Its total charge is +1. The calculation puts the HOMO-LUMO gap (spin up / spin down) at 8.8 / 4.5 eV. As for the molecular weight: 277.1 g mol⁻¹. Its spin multiplicity is 2.



Density functional theory data (wB97M-V/def2-TZVPD) for C21H43AsN2S6Si3Ti as an isolated structure.

XYZ file:
```
77
Properties=species:S:1:pos:R:3:lowdin_charge:R:1
Ti 1.300 -0.893 1.858 0.0708
C -3.316 -2.715 2.012 -0.5082
C -3.975 -1.510 2.677 -0.5239
S -2.867 -0.390 3.574 0.8991
C -2.414 0.794 2.281 -0.5635
C -1.435 1.826 2.802 -0.4940
S 0.251 1.236 3.124 0.8426
C 0.200 0.707 4.872 -0.5035
C 0.489 -0.775 4.997 -0.6307
S 1.989 -1.188 4.056 0.5693
C -0.033 -2.512 1.976 -0.4487
C -0.814 -3.127 0.823 -0.5531
S -2.395 -2.309 0.497 0.8616
H -4.089 -3.443 1.760 0.0730
H -2.626 -3.190 2.710 0.0762
H -4.678 -1.866 3.432 0.0713
H -4.556 -0.926 1.960 0.0724
H -3.319 1.308 1.947 0.0799
H -1.983 0.258 1.435 -0.0065
H -1.786 2.293 3.724 0.0848
H -1.321 2.620 2.067 0.0506
H -0.774 0.984 5.278 0.0727
H 0.971 1.286 5.378 0.0779
H -0.361 -1.362 4.653 0.0258
H 0.672 -1.028 6.042 0.0736
H -0.705 -1.936 2.640 0.0046
H 0.421 -3.286 2.595 0.0457
H -1.009 -4.188 0.987 0.0811
H -0.268 -3.059 -0.122 0.0233
S 3.322 0.284 1.283 0.6504
C 4.371 -0.822 0.478 -0.7083
C 5.634 -0.325 0.020 -0.2683
N 6.632 0.112 -0.348 0.1789
C 4.000 -2.111 0.301 -0.6843
S 2.464 -2.668 0.879 0.7324
C 4.836 -3.057 -0.374 -0.2639
N 5.478 -3.833 -0.929 0.1747
C -1.997 1.748 -3.267 -0.2117
Si -1.883 1.394 -1.426 0.3023
C -3.462 0.440 -1.096 -0.2329
C -1.968 3.046 -0.513 -0.2098
As 0.159 0.314 -0.762 0.8307
Si 1.671 2.112 -1.268 0.2819
C 3.302 1.414 -1.882 -0.2228
C 1.847 3.197 0.256 -0.2383
C 1.053 3.269 -2.609 -0.2143
Si 0.464 -1.071 -2.695 0.2879
C 0.881 -0.046 -4.204 -0.1979
C -1.132 -2.003 -2.996 -0.2070
C 1.847 -2.304 -2.499 -0.2129
H -2.919 2.321 -3.409 0.0430
H -2.092 0.836 -3.856 0.0224
H -1.179 2.339 -3.668 0.0033
H -4.269 1.065 -1.493 0.0439
H -3.664 0.251 -0.046 -0.0218
H -3.487 -0.516 -1.619 0.0095
H -2.158 3.857 -1.219 0.0379
H -1.046 3.286 0.016 -0.0070
H -2.789 3.045 0.209 0.0290
H 3.353 0.326 -1.831 0.0026
H 4.129 1.803 -1.286 0.0281
H 3.469 1.714 -2.919 0.0362
H 1.767 2.664 1.202 -0.0441
H 1.101 3.995 0.238 0.0244
H 2.832 3.671 0.235 0.0431
H 0.975 2.785 -3.582 0.0155
H 1.810 4.056 -2.694 0.0452
H 0.106 3.753 -2.369 0.0156
H 0.122 0.684 -4.474 0.0063
H 0.979 -0.748 -5.039 0.0435
H 1.840 0.461 -4.092 0.0185
H -1.985 -1.346 -3.168 0.0063
H -1.387 -2.667 -2.168 0.0009
H -1.005 -2.622 -3.889 0.0428
H 2.801 -1.833 -2.258 0.0174
H 1.965 -2.809 -3.462 0.0467
H 1.648 -3.061 -1.742 -0.0005
```

The value obtained for the lowest unoccupied orbital energy is -0.771 eV. The strongest force on any atom is 0.09 eV Å⁻¹. Its total charge is 0. The calculation puts the HOMO-LUMO gap at 7.3 eV. As for the molecular weight: 723.0 g mol⁻¹.



Density functional theory data (wB97M-V/def2-TZVPD) for a 3-piece molecular cluster, C2H10NO2 overall.

XYZ file:
```
15
Properties=species:S:1:pos:R:3:lowdin_charge:R:1
C 1.062 -1.033 0.577 -0.1373
C 1.213 -2.324 0.754 0.0702
N -0.149 -0.472 -0.045 0.1726
H 1.706 -0.280 1.016 0.1293
H 2.097 -2.673 1.274 0.0837
H 0.619 -3.131 0.355 0.0808
H -0.777 -1.201 -0.383 0.1719
H -0.669 0.128 0.615 0.1134
H 0.132 0.195 -0.800 0.0942
H 0.037 2.138 -1.499 0.0696
H 0.470 1.715 -2.914 0.0823
O 0.409 1.397 -2.006 -0.0385
H -1.704 2.457 1.413 0.0723
H -2.683 1.403 0.794 0.0706
O -1.764 1.681 0.848 -0.0349
```

The value obtained for the lowest unoccupied orbital energy is -3.160 eV. The strongest force on any atom is 0.97 eV Å⁻¹. Its total charge is +1. The calculation puts the HOMO-LUMO gap at 11.8 eV. As for the molecular weight: 80.1 g mol⁻¹.



Density functional theory data (wB97M-V/def2-TZVPD) for C4H6N2O as an isolated structure.

XYZ file:
```
13
Properties=species:S:1:pos:R:3:lowdin_charge:R:1
C 2.025 0.475 -0.108 -0.2610
C -0.123 0.499 -0.181 -0.2403
C 0.419 -0.751 0.076 -0.3722
C -1.416 1.117 -0.047 -0.0355
N 1.794 -0.759 0.128 0.1591
N -0.294 -1.906 0.413 0.0745
O 1.037 1.315 -0.256 0.0628
H 2.972 0.996 -0.108 0.1348
H -1.957 0.528 0.691 0.0854
H -1.239 2.154 0.202 0.0843
H -2.035 1.201 -0.979 0.0955
H -1.328 -2.129 0.155 0.1321
H 0.145 -2.741 0.013 0.0805
```

The value obtained for the lowest unoccupied orbital energy is 0.917 eV. The strongest force on any atom is 3.68 eV Å⁻¹. Its total charge is 0. The calculation puts the HOMO-LUMO gap at 8.9 eV. As for the molecular weight: 98.1 g mol⁻¹.



Listing energy relative to the best compared isomer or geometry (same formula, charge and spin) for the structures above in their given order: 9.2, 11.3, 0.0, 0.0, 10.1, 33.5 kcal/mol.